Below is a structure of composition CH2O2S3 in a non-equilibrium geometry, with properties calculated with ωB97M-V with the def2-TZVPD basis set.

Frontier orbital gap = 8.62 eV
LUMO = -1.2595 eV
Multiplicity = 1

Positions of all 8 atoms, in Å:
1 C 0.48736 -0.30524 0.06521
2 O -0.52213 1.21425 1.85062
3 O 1.89580 1.43391 1.55005
4 S 0.76379 -1.29646 2.09473
5 S -1.01737 -0.21260 -0.75946
6 S 0.69697 0.64330 1.51216
7 H 1.29660 -0.79983 -0.58096
8 H -1.67639 0.88105 0.03295

Results of the Mulliken charge analysis, in e, for atoms 1 through 4: -0.14, -0.56, -0.54, -0.15



Below is a structure of composition C21H25AuBBrN4O2, with properties calculated with ωB97M-V with the def2-TZVPD basis set.

Expectation value of S² = 2.03
Charge = +2
Frontier orbital gap (spin up / spin down) = 6.56 / 4.74 eV
LUMO (spin up / spin down) = -7.5197 / -10.1248 eV
Multiplicity = 3

Positions of all 55 atoms, in Å:
1 Au 0.07097 -0.29607 0.18552
2 Br -4.63650 3.44224 -4.39056
3 C -3.24295 3.01728 -3.23743
4 C -3.15311 1.71200 -2.70991
5 C -2.12978 1.41103 -1.86125
6 C -1.17030 2.39606 -1.50403
7 C -1.25463 3.69390 -2.08043
8 C -2.28337 4.00440 -2.91896
9 N -0.18341 2.01714 -0.63031
10 C 0.54423 2.85105 0.03054
11 C 1.61883 2.42092 0.90007
12 C 2.45107 3.37090 1.48908
13 C 3.49833 2.93866 2.28987
14 C 3.67374 1.58091 2.48195
15 C 2.78251 0.69331 1.87114
16 N 1.78923 1.10483 1.10901
17 H -3.88400 0.96510 -2.98758
18 H -2.03054 0.41640 -1.44342
19 H -0.50243 4.44259 -1.87349
20 H -2.36815 4.99688 -3.34044
21 H 0.37847 3.92949 -0.01419
22 H 2.28949 4.42682 1.31141
23 H 4.16342 3.65434 2.75320
24 H 4.47801 1.20160 3.09629
25 H 2.87897 -0.37567 2.01287
26 C 0.12556 -5.58242 -0.85869
27 C 0.34449 -4.59750 0.27404
28 C 1.60436 -4.97265 1.05168
29 O 0.59133 -3.27841 -0.30396
30 B -0.10270 -2.36901 0.39365
31 O -0.95156 -2.89367 1.32300
32 C -0.91204 -4.35739 1.19863
33 C -2.23065 -4.78087 0.55818
34 C -0.81523 -4.94083 2.59663
35 H 1.05476 -5.71566 -1.41020
36 H -0.62756 -5.22316 -1.55794
37 H -0.18175 -6.55114 -0.46573
38 H 2.44592 -5.01252 0.36220
39 H 1.48822 -5.95020 1.51744
40 H 1.82563 -4.22881 1.81784
41 H -2.34147 -4.36058 -0.44093
42 H -3.05781 -4.42980 1.17561
43 H -2.28830 -5.86617 0.49842
44 H 0.06433 -4.58530 3.12927
45 H -0.78728 -6.02901 2.54978
46 H -1.69767 -4.65177 3.16790
47 N -2.17092 -0.74491 2.49897
48 C -2.89910 -0.21372 3.49181
49 C -2.73519 1.15433 3.43073
50 C -1.87016 1.35999 2.35267
51 N -1.54404 0.19832 1.79344
52 H -1.98914 -1.71994 2.27545
53 H -3.47223 -0.81939 4.17357
54 H -3.17567 1.89616 4.07330
55 H -1.48053 2.28763 1.96739

Results of the Mulliken charge analysis, in e, for atoms 1 through 4: 0.45, 0.06, 0.16, -0.75



Below is the ion C10H15N2O with charge +1 in a non-equilibrium geometry, with properties calculated with ωB97M-V with the def2-TZVPD basis set.

Charge = +1
Frontier orbital gap = 8.85 eV
SMILES = CN(C=[N+](C)C)c1ccccc1O
LUMO = -3.2101 eV
Multiplicity = 1

Positions of all 28 atoms, in Å:
1 C -3.14056 -0.77242 0.94897
2 C -3.47300 0.55535 0.74572
3 C -1.93470 -1.28148 0.49401
4 C -2.50167 1.41853 0.15168
5 C -1.04833 -0.43571 -0.08779
6 C -1.26620 0.93705 -0.21696
7 C 1.16647 0.00462 -0.79216
8 C 0.03417 -1.87053 -1.62961
9 C 1.80289 0.37081 1.56192
10 C 3.49840 0.78279 -0.06460
11 N 0.14775 -0.83756 -0.59287
12 N 2.08676 0.33039 0.06659
13 O -0.32848 1.55094 -0.97742
14 H -3.83777 -1.46477 1.44042
15 H -4.35312 0.87989 1.21948
16 H -1.84779 -2.35772 0.42743
17 H -2.57540 2.57900 0.28705
18 H 1.46968 -0.09564 -1.84691
19 H -0.85554 -1.85357 -2.20112
20 H 0.86750 -1.74577 -2.25000
21 H -0.02762 -2.88848 -1.21636
22 H 2.49620 0.96336 2.08516
23 H 0.71483 0.65128 1.69450
24 H 1.95356 -0.66169 1.81835
25 H 3.99681 0.04734 0.57918
26 H 3.74523 0.65918 -1.13552
27 H 3.45965 1.90590 0.15006
28 H -0.24973 2.62890 -0.65920

Results of the Mulliken charge analysis, in e, for atoms 1 through 4: -0.51, -0.66, -0.68, -0.59



Below is a cluster of 4 separate species, C3H9NO2S2 in total in a non-equilibrium geometry, with properties calculated with ωB97M-V with the def2-TZVPD basis set.

Frontier orbital gap = 5.72 eV
LUMO = -3.1112 eV
Multiplicity = 1

Positions of all 17 atoms, in Å:
1 S -1.44560 -1.61277 4.10005
2 S 0.51000 0.58656 0.15957
3 C 1.05877 1.56264 -1.27198
4 C 0.43415 1.01775 -2.49978
5 C 1.10545 -0.01738 -3.28112
6 N 0.10107 -0.99622 -3.78646
7 O 2.30299 -0.18011 -3.38324
8 H -2.31036 -1.14742 5.02387
9 H 0.99018 2.60221 -1.06466
10 H 2.11481 1.23806 -1.29635
11 H -0.66805 0.94580 -2.44549
12 H 0.11342 -0.71589 3.25897
13 H 0.37690 -1.95413 -3.88152
14 H -0.79795 -0.94561 -3.31436
15 H -2.51656 0.30201 3.35675
16 H -1.14068 0.64507 2.94191
17 O -2.02531 1.02967 2.94656

Results of the Mulliken charge analysis, in e, for atoms 1 through 4: -0.35, -0.19, -0.54, -0.42



Below is an isolated molecule of CH3N3S in a non-equilibrium geometry, with properties calculated with ωB97M-V with the def2-TZVPD basis set.

Frontier orbital gap (spin up / spin down) = 6.93 / 6.88 eV
LUMO (spin up / spin down) = -0.9298 / -0.9683 eV
Multiplicity = 1

Positions of all 8 atoms, in Å:
1 C -0.53144 0.20508 0.68389
2 N 0.82459 -0.54189 -1.08672
3 N 0.21867 -0.57777 -2.02376
4 N 0.80713 -0.16710 0.09865
5 S -1.62223 1.03310 -0.54452
6 H -1.11944 -0.68254 0.94161
7 H -0.38455 0.84019 1.48534
8 H 1.80727 -0.10907 0.44551

Results of the Mulliken charge analysis, in e, for atoms 1 through 4: -0.47, 0.34, -0.36, -0.02



Below is an isolated molecule of C4H5NO, with properties calculated with ωB97M-V with the def2-TZVPD basis set.

Frontier orbital gap = 8.59 eV
LUMO = 0.4499 eV
Multiplicity = 1

Positions of all 11 atoms, in Å:
1 O -1.32136 -0.31296 -1.63429
2 C -0.45439 -0.06306 -0.61525
3 C 0.06133 1.05251 -0.05674
4 C 0.92787 0.65970 1.04125
5 C 1.10804 -0.68566 1.22266
6 N 0.05161 -1.17963 0.09741
7 H -1.57052 0.53701 -2.02678
8 H -0.16224 2.07258 -0.35948
9 H 1.42725 1.38517 1.67728
10 H -0.34455 -1.43008 1.05468
11 H 0.27695 -2.03559 -0.40073

Results of the Mulliken charge analysis, in e, for atoms 1 through 4: -0.50, 0.32, -0.39, -0.17